This record from the OMol25 dataset describes a cluster of 12 separate species, C72H160N12O4 in total at a distorted geometry. The level of theory is ωB97M-V with the def2-TZVPD basis set.

Output
Frontier orbital gap = 7.177 eV
SMILES = O=[N+]([O-])c1ccccc1.O=[N+]([O-])c1ccccc1.CCN(CC)CC.CCN(CC)CC.CCN(CC)CC.CCN(CC)CC.CCN(CC)CC.CCN(CC)CC.CCN(CC)CC.CCN(CC)CC.CCN(CC)CC.CCN(CC)CC

Last column: Löwdin charge in e.
Cartesian coordinates (Å):
O -2.88277 -0.04147 1.14792  0.0721
N -1.93714 -0.70043 1.52045  -0.3265
O -1.78165 -1.16108 2.64182  0.0510
C -0.93052 -1.03273 0.50336  -0.1602
C -1.07999 -0.55152 -0.79029  0.0031
C -0.16048 -0.90702 -1.71941  -0.0700
C 0.86839 -1.78344 -1.41839  -0.0762
C 1.01773 -2.22600 -0.10402  -0.0464
C 0.04079 -1.93218 0.78911  -0.0356
H -1.90830 0.12364 -0.98842  0.0987
H -0.15670 -0.57649 -2.75499  0.0981
H 1.61478 -1.98747 -2.16645  0.0883
H 1.78935 -3.00093 0.17570  0.1160
H 0.05883 -2.30096 1.77963  0.0998
O 7.04142 -1.78373 -3.98829  0.0748
N 6.01782 -1.17380 -3.68207  -0.3413
O 5.93288 -0.21285 -2.93095  0.0579
C 4.79721 -1.60641 -4.35564  -0.1756
C 3.75138 -0.68116 -4.24475  0.0291
C 2.48884 -1.04317 -4.80965  -0.0520
C 2.39881 -2.24975 -5.45184  -0.0920
C 3.44703 -3.13029 -5.53221  -0.0586
C 4.70785 -2.81242 -5.01283  -0.0016
H 3.95816 0.24301 -3.66638  0.1210
H 1.64696 -0.33855 -4.82407  0.0829
H 1.48507 -2.52639 -5.95150  0.0943
H 3.45460 -4.12710 -6.00597  0.1116
H 5.51394 -3.51958 -4.98663  0.1195
C 0.01204 2.80106 0.96918  -0.0438
C 1.27441 3.06189 0.04338  -0.2274
N 2.46572 2.56389 0.73162  -0.1849
C 3.58047 3.38725 0.39704  -0.2722
C 3.87904 3.49771 -1.10337  -0.0761
C 2.59084 1.11217 0.44700  -0.2316
C 3.84753 0.53960 1.07900  -0.0662
H -0.93898 3.15932 0.45743  0.0612
H 0.08480 3.28097 1.94090  0.0554
H 0.02357 1.72858 1.05940  0.0313
H 1.13113 2.56111 -0.92529  0.0868
H 1.36412 4.11783 -0.21188  0.1036
H 3.29926 4.38653 0.74048  0.1166
H 4.48468 3.03387 0.85034  0.1004
H 3.04537 3.79839 -1.73353  0.0525
H 4.70990 4.17435 -1.23581  0.0654
H 4.23993 2.46620 -1.47706  0.0922
H 2.61387 0.97431 -0.62725  0.0969
H 1.67005 0.61106 0.78888  0.0967
H 4.72761 0.67340 0.44550  0.0839
H 3.69757 -0.52549 1.25951  0.0550
H 3.93589 0.94968 2.05889  0.0480
C 3.26726 -5.32161 -1.91526  -0.0671
C 4.25623 -4.11963 -1.67567  -0.2302
N 4.42085 -3.76505 -0.23922  -0.1888
C 5.14445 -2.49512 -0.14448  -0.2566
C 6.61232 -2.49314 -0.56191  -0.0627
C 4.96846 -4.83235 0.58243  -0.2496
C 3.92471 -5.66046 1.40109  -0.0753
H 3.65671 -6.27048 -1.62713  0.0463
H 2.86238 -5.37129 -2.95900  0.0687
H 2.39899 -5.09608 -1.26457  0.0637
H 5.23303 -4.40764 -2.18723  0.1273
H 3.87288 -3.27377 -2.23106  0.0791
H 4.54247 -1.79211 -0.69432  0.0917
H 5.01864 -2.20378 0.90950  0.0870
H 6.81143 -2.31810 -1.59685  0.0251
H 7.16273 -1.61190 -0.11001  0.1030
H 7.14373 -3.33762 -0.23184  0.0516
H 5.69497 -4.34112 1.27503  0.1179
H 5.54016 -5.52253 -0.02454  0.1037
H 3.64515 -6.58821 0.90016  0.0558
H 3.04444 -4.98606 1.51291  0.0595
H 4.28783 -5.91536 2.43054  0.0729
C -4.16571 -4.85658 -1.55004  -0.0676
C -4.42849 -3.63553 -0.68883  -0.2686
N -4.58215 -3.95051 0.71955  -0.1853
C -3.40414 -3.92492 1.55356  -0.2554
C -3.07850 -5.04477 2.58269  -0.0602
C -5.80101 -3.42749 1.40771  -0.2300
C -7.13661 -4.17486 1.27794  -0.0863
H -3.19606 -5.21659 -1.29208  0.0540
H -4.03487 -4.46008 -2.54322  0.0371
H -4.87344 -5.72379 -1.48124  0.0963
H -3.61631 -2.92434 -0.78180  0.0976
H -5.35580 -3.10892 -0.94773  0.1057
H -2.56528 -3.82948 0.85830  0.1025
H -3.37242 -2.93371 2.06785  0.1006
H -2.85285 -5.97291 2.08685  0.0559
H -2.18037 -4.85542 3.19561  0.0757
H -3.92011 -5.24903 3.20610  0.0518
H -6.01309 -2.37922 1.10387  0.1164
H -5.47780 -3.40855 2.41258  0.0874
H -7.88035 -3.76397 1.96465  0.0677
H -7.00481 -5.22898 1.56536  0.0717
H -7.53774 -4.12888 0.26580  0.0617
C -0.27785 -3.85390 -3.48761  -0.0852
C -0.24160 -4.83684 -4.63284  -0.2532
N -0.62678 -4.30861 -5.96460  -0.1923
C -0.44096 -5.29980 -6.97166  -0.2605
C 1.04750 -5.52587 -7.26504  -0.0757
C -1.90825 -3.67672 -6.01288  -0.2767
C -2.03237 -2.77010 -7.20756  -0.0895
H 0.17306 -2.93618 -3.82575  0.0443
H 0.25836 -4.33714 -2.64299  0.0832
H -1.36300 -3.65151 -3.25822  0.0795
H 0.76141 -5.25449 -4.74477  0.0812
H -0.74289 -5.77699 -4.29414  0.1265
H -0.93201 -6.25675 -6.66290  0.1299
H -0.94583 -5.00154 -7.85157  0.0883
H 1.57705 -5.87667 -6.37801  0.0524
H 1.27010 -6.26049 -8.03907  0.0729
H 1.53547 -4.60507 -7.57273  0.0642
H -2.17635 -3.06615 -5.10330  0.0972
H -2.71748 -4.43614 -6.05228  0.1294
H -2.94239 -2.20751 -7.07698  0.0521
H -2.05962 -3.22411 -8.21846  0.0777
H -1.25584 -2.00013 -7.31444  0.0711
C -4.45077 -1.97148 -4.20701  -0.0812
C -4.10470 -0.45849 -4.36710  -0.1999
N -4.12445 0.23829 -3.00226  -0.1811
C -5.04703 -0.18000 -1.93042  -0.2464
C -6.49516 -0.02814 -2.34149  -0.0782
C -4.11310 1.69621 -3.27616  -0.2358
C -3.55063 2.48681 -2.02382  -0.0757
H -3.85057 -2.49932 -3.42197  0.0665
H -4.34803 -2.43022 -5.17834  0.0498
H -5.48270 -2.07851 -3.96769  0.0472
H -3.11259 -0.24389 -4.80893  0.0969
H -4.79742 -0.07159 -5.11830  0.1047
H -4.82543 -1.21416 -1.69795  0.0645
H -4.77522 0.43487 -1.03360  0.1117
H -6.72355 0.95758 -2.80832  0.0753
H -6.68582 -0.74047 -3.13084  0.0481
H -7.21865 -0.23991 -1.53397  0.0809
H -5.16357 2.00937 -3.52406  0.1101
H -3.40160 1.87167 -4.11433  0.0811
H -3.43651 3.49708 -2.46883  0.0638
H -2.59740 2.07286 -1.68864  0.0518
H -4.24757 2.59301 -1.16720  0.0644
C 1.40275 0.96436 3.80011  -0.0662
C 1.32582 1.47183 5.22331  -0.2456
N 2.65122 1.61540 5.80978  -0.1914
C 2.54832 1.92717 7.20600  -0.2631
C 2.26357 0.70282 8.08335  -0.0700
C 3.51199 2.55048 5.05882  -0.2337
C 2.90716 3.90041 4.74001  -0.0929
H 2.22480 0.28099 3.84560  0.0306
H 1.66448 1.79291 3.12043  0.0629
H 0.47921 0.51620 3.47900  0.0554
H 0.81826 2.41563 5.27115  0.0647
H 0.87553 0.79285 5.95352  0.1108
H 3.52165 2.28429 7.63456  0.1325
H 1.74569 2.62981 7.34625  0.0977
H 3.03650 0.01368 7.98741  0.0201
H 2.09430 1.00187 9.10888  0.0727
H 1.29314 0.25313 7.72795  0.0812
H 3.74393 2.08385 4.09220  0.0900
H 4.45109 2.68472 5.63433  0.1223
H 1.91141 3.85943 4.17843  0.0815
H 3.48953 4.39270 3.95111  0.0690
H 2.82355 4.62439 5.56053  0.0737
C 0.76978 2.32025 -8.26710  -0.0899
C 0.35882 1.66551 -7.01144  -0.3103
N -0.26481 2.51877 -6.05361  -0.1805
C -1.58831 3.03746 -6.44915  -0.2636
C -2.19481 4.22222 -5.73620  -0.0788
C -0.25820 1.89991 -4.74501  -0.2321
C 1.00642 2.33638 -3.88119  -0.0452
H -0.14060 2.67695 -8.77268  0.0677
H 1.26168 1.67450 -8.94358  0.0600
H 1.40395 3.21664 -8.01974  0.1051
H -0.26955 0.80875 -7.28942  0.1192
H 1.23155 1.28497 -6.48896  0.1016
H -1.50443 3.24636 -7.51437  0.0970
H -2.36578 2.24838 -6.38660  0.1106
H -3.18998 4.30313 -6.16138  0.0775
H -2.24556 4.06405 -4.63643  0.0608
H -1.52914 5.06551 -5.96224  0.0820
H -0.36468 0.80805 -4.75330  0.0926
H -1.17908 2.24645 -4.21789  0.0955
H 0.76393 1.93701 -2.94327  0.0187
H 1.08707 3.43606 -3.81072  0.0861
H 1.90917 2.01758 -4.32156  0.0383
C -2.04577 1.44301 4.20816  -0.0734
C -2.85128 2.24274 5.25980  -0.2522
N -2.90960 3.65923 5.02626  -0.1939
C -1.52523 4.24935 4.89174  -0.2120
C -0.69435 4.49637 6.17991  -0.0726
C -3.81697 4.31488 6.01261  -0.2591
C -4.03542 5.78868 5.82753  -0.0909
H -2.46174 1.50349 3.21311  0.0534
H -1.98500 0.38939 4.49961  0.0715
H -1.01125 1.79564 3.99366  0.0338
H -3.98029 1.99460 5.27520  0.1418
H -2.43643 2.09015 6.24282  0.0923
H -0.96932 3.59432 4.22382  0.0674
H -1.67837 5.24688 4.41910  0.0985
H -0.75838 3.56441 6.75737  0.0663
H 0.33944 4.47560 5.95497  0.0220
H -0.99661 5.34304 6.79525  0.0723
H -3.29747 4.12734 6.96084  0.1062
H -4.83297 3.87865 6.10318  0.1200
H -3.16343 6.36607 6.03751  0.0546
H -4.83843 6.05588 6.55733  0.0914
H -4.42933 5.99869 4.85023  0.0521
C 2.11175 -2.94668 3.86819  -0.0425
C 3.61014 -3.32989 4.20008  -0.2109
N 4.20433 -2.53157 5.29311  -0.1958
C 3.45815 -2.76904 6.49665  -0.2710
C 4.29672 -2.53214 7.75557  -0.0818
C 4.50230 -1.14591 4.95699  -0.2430
C 5.88401 -1.13222 4.22804  -0.0745
H 2.07291 -1.91670 3.54875  0.0468
H 1.56391 -3.11464 4.82300  0.0763
H 1.79288 -3.66696 3.17078  0.0337
H 3.74355 -4.36604 4.44652  0.1009
H 4.21535 -3.17699 3.33026  0.0804
H 2.58260 -2.02531 6.56206  0.1248
H 2.97752 -3.70302 6.44388  0.0934
H 5.15331 -3.13481 7.74798  0.0475
H 4.73899 -1.54646 7.81902  0.0528
H 3.70928 -2.76568 8.65769  0.0829
H 4.67775 -0.53733 5.86907  0.1043
H 3.71132 -0.50400 4.48415  0.0827
H 6.46445 -1.82321 4.86983  0.0795
H 6.31543 -0.10275 4.23790  0.0730
H 5.90204 -1.43014 3.17265  0.0439
C -3.70170 8.36732 1.48815  -0.0688
C -3.51510 6.92094 2.00606  -0.2612
N -3.12977 5.91012 0.99857  -0.1703
C -3.41982 4.47106 1.42802  -0.2325
C -4.88940 4.20421 1.53634  -0.0943
C -1.72610 6.12949 0.56331  -0.2459
C -1.37088 5.81158 -0.95201  -0.0663
H -3.20360 8.39766 0.51806  0.0615
H -3.17821 9.06975 2.13063  0.0626
H -4.77567 8.61616 1.46358  0.0747
H -2.74493 6.90097 2.84954  0.1191
H -4.40543 6.54820 2.41591  0.0627
H -2.90230 3.95273 0.57043  0.0926
H -2.88331 4.29814 2.32040  0.0741
H -5.05867 3.08151 1.51877  0.0900
H -5.23821 4.58094 2.49393  0.0532
H -5.45219 4.67258 0.69148  0.0915
H -1.03235 5.57074 1.22915  0.1037
H -1.43757 7.10210 0.76083  0.0688
H -1.53329 4.75997 -1.17737  0.0257
H -0.40661 6.05478 -1.33031  0.0434
H -2.15914 6.43792 -1.51312  0.0959